[1]
{"formula": "C3H2IN", "method": "ωB97M-V with the def2-TZVPD basis set", "species": ["C", "C", "C", "N", "I", "H", "H"], "positions_angstrom": [[-1.0340, 3.0380, 1.8771], [0.2397, 0.2068, -0.1898], [0.5846, 1.4478, -0.2337], [-1.5374, 3.8521, 2.5048], [1.9823, 2.7830, -0.8035], [0.8243, -0.6151, -0.5945], [-0.6886, -0.0871, 0.2803]], "lowdin_charge": [-0.324, -0.077, -0.639, -0.141, 1.004, 0.092, 0.084], "homo_lumo_gap_ev": [5.9, 5.9], "fmax_ev_per_a": 3.4, "spin_multiplicity": 1, "lumo_ev": [-3.365, -3.365], "e_above_lowest_kcal_mol": 117.4}

=====

[2]
{"formula": "C3H4IN", "method": "ωB97M-V with the def2-TZVPD basis set", "species": ["C", "C", "C", "N", "I", "H", "H", "H", "H"], "positions_angstrom": [[-0.4611, -0.5902, 0.8521], [0.3444, 0.4713, 0.9230], [-0.2019, -0.6510, -0.6787], [0.6781, 0.4862, -0.3964], [0.4062, 2.4117, -1.7903], [-0.9446, -1.2492, 1.6117], [0.8617, 1.1575, 1.6686], [0.4171, -1.6536, -0.9325], [-1.0999, -0.3828, -1.2575]], "lowdin_charge": [-0.057, -0.251, -0.242, -0.356, 0.420, 0.103, 0.134, 0.158, 0.090], "homo_lumo_gap_ev": [7.1, 7.3], "fmax_ev_per_a": 3.6, "spin_multiplicity": 1, "lumo_ev": [-1.356, -1.377], "e_above_lowest_kcal_mol": 59.0}

=====

[3]
{"formula": "C6H12N", "method": "ωB97M-V with the def2-TZVPD basis set", "species": ["C", "C", "C", "C", "C", "C", "N", "H", "H", "H", "H", "H", "H", "H", "H", "H", "H", "H", "H"], "positions_angstrom": [[3.1882, -1.2784, 0.6441], [1.7376, 0.2456, -0.4265], [1.2908, 1.6346, 0.0611], [1.4238, -0.1188, -1.6942], [-3.2939, -0.1027, 0.6196], [-1.9258, -0.7776, 0.7183], [2.1333, -0.6232, 0.4907], [4.2625, -1.2196, 0.3169], [-1.5264, -1.5270, 0.0313], [0.7364, 1.4859, 0.9475], [0.6574, 2.1894, -0.6460], [2.1896, 2.2389, 0.2630], [1.7258, -1.0586, -2.0510], [1.1931, 0.6165, -2.4392], [3.1088, -2.0627, 1.3298], [-3.9918, -0.4582, 1.5681], [-3.7520, -0.2622, -0.3612], [-3.1239, 0.9488, 0.8619], [-1.3540, -0.7251, 1.6883]], "lowdin_charge": [0.075, -0.395, -0.011, 0.127, -0.107, 0.147, 0.084, 0.132, 0.076, 0.055, 0.091, 0.100, 0.060, 0.079, 0.070, 0.171, 0.076, 0.079, 0.091], "total_charge": 1, "homo_lumo_gap_ev": [8.0, 3.3], "fmax_ev_per_a": 3.6, "spin_multiplicity": 1, "lumo_ev": [-5.280, -7.956], "e_above_lowest_kcal_mol": 133.7}

=====

[4]
{"formula": "C3H9N3O", "method": "ωB97M-V with the def2-TZVPD basis set", "species": ["C", "C", "N", "N", "C", "O", "N", "H", "H", "H", "H", "H", "H", "H", "H", "H"], "positions_angstrom": [[0.6730, 1.0553, 0.3016], [-1.6234, 0.9996, -0.4320], [-0.4862, 0.3852, 0.2423], [1.7448, 0.5044, 0.7910], [-0.3809, -1.0532, 0.1048], [0.3954, -0.8995, -1.4906], [0.3816, -1.6290, 1.0577], [1.3241, -1.1577, -1.5535], [0.6186, 2.1133, 0.0559], [1.4157, -0.7336, 1.1645], [2.5662, 1.0896, 0.8354], [0.4068, -2.6340, 0.9285], [-1.3286, -1.4894, -0.2034], [-2.5479, 0.6194, 0.0040], [-1.5759, 2.0805, -0.3116], [-1.5833, 0.7490, -1.4947]], "lowdin_charge": [-0.195, -0.040, -0.142, 0.086, -0.326, -0.218, 0.003, 0.009, 0.141, 0.135, 0.087, 0.060, 0.132, 0.091, 0.085, 0.092], "homo_lumo_gap_ev": 9.2, "fmax_ev_per_a": 2.3, "spin_multiplicity": 1, "lumo_ev": 0.878, "e_above_lowest_kcal_mol": 69.5}